[1]
49
Properties=species:S:1:pos:R:3:forces:R:3:lowdin_charge:R:1 method="wB97M-V/def2-TZVPD" e_above_lowest_kcal_mol=0.0 orbital_gap_ev="6.30 / 6.00" charge=-2 lumo_ev="3.931 / 3.704" homo_energy_ev="-2.4 / -2.3" spin_multiplicity=4
Tc 1.741518 -0.486339 -0.374090 0.23 0.26 -0.34 1.212
O 2.387718 0.886270 -1.838858 -0.17 -0.19 -0.04 -0.310
N 1.421856 1.468570 -2.443515 -0.09 0.06 0.44 0.023
N 0.296259 1.352053 -1.861735 0.10 -0.27 0.03 -0.176
O 0.120664 0.640820 -0.741311 0.19 0.25 -0.26 -0.271
C -0.882854 1.920136 -2.433142 0.08 -0.11 -0.02 -0.162
C -0.795761 2.962026 -3.343641 0.03 0.06 -0.01 -0.023
C -1.965005 3.471533 -3.884419 0.02 -0.01 -0.01 -0.096
C -3.196952 2.946019 -3.517175 -0.01 0.01 -0.01 -0.104
C -3.258899 1.904298 -2.603575 -0.01 0.00 0.01 -0.073
C -2.100390 1.379098 -2.052018 -0.03 0.01 0.01 0.013
H 0.172590 3.359362 -3.613491 -0.03 0.00 0.01 0.107
H -1.911329 4.287539 -4.593774 0.00 0.00 0.00 0.096
H -4.106630 3.350195 -3.943005 0.00 0.00 0.00 0.094
H -4.214331 1.486712 -2.314628 -0.01 0.00 0.00 0.104
H -2.121466 0.558022 -1.349280 0.01 -0.01 0.00 0.118
C 4.520460 -2.535716 -2.509931 -0.02 0.06 0.05 -0.146
S 3.033040 -2.734140 -1.564707 -0.01 0.22 -0.41 0.411
O 2.829993 -4.144466 -1.408760 0.04 -0.03 -0.04 -0.300
O 1.981945 -1.985525 -2.290565 0.04 -0.13 0.40 -0.397
O 3.280071 -1.980728 -0.303095 0.02 -0.06 0.13 -0.482
H 4.372271 -3.023903 -3.470582 0.00 0.00 0.00 0.060
H 5.331026 -3.007991 -1.959374 0.00 0.00 0.00 0.063
H 4.709435 -1.471814 -2.636192 -0.02 -0.01 0.00 0.063
N -4.819350 1.828927 4.506479 -0.04 0.01 0.00 0.128
C -3.808392 1.545975 4.037463 0.02 0.00 0.01 -0.187
C -2.540971 1.194989 3.450184 -0.01 -0.03 0.00 -0.233
C -1.978232 -0.049055 3.690606 0.01 0.00 -0.01 0.002
C -0.757944 -0.339733 3.093905 -0.05 0.03 0.03 -0.170
N -0.114961 0.523129 2.319285 0.01 -0.02 0.09 0.039
C -0.654054 1.718435 2.109676 0.05 0.05 -0.08 -0.179
C -1.870883 2.106790 2.640037 0.01 0.03 0.00 -0.019
H -2.475937 -0.775466 4.316326 0.00 -0.01 0.00 0.118
H -0.261321 -1.287807 3.258378 -0.03 0.01 -0.02 0.048
H -0.071078 2.398561 1.496664 -0.01 -0.03 0.00 0.100
H -2.276282 3.091003 2.450939 0.00 -0.01 0.00 0.111
Se 2.462150 -1.585782 4.149848 0.02 -0.05 0.05 -0.159
Sb 2.954394 0.666417 3.497545 -0.14 -0.14 0.08 -0.352
Se 3.072103 1.070960 1.020724 -0.15 -0.11 -0.31 0.084
Se 1.871112 2.610835 4.564879 0.06 -0.04 0.01 -0.154
Se 5.024778 1.695186 4.337084 0.03 0.11 0.03 -0.177
F 0.560854 -4.744400 0.372133 0.05 -0.03 -0.08 0.142
C -0.664964 -4.246410 0.374976 -0.03 0.07 0.11 -0.652
F -1.372027 -4.853562 -0.590537 -0.04 -0.01 -0.07 0.113
F -1.241340 -4.567174 1.542429 0.03 -0.01 0.08 0.115
S -0.694604 -2.402904 0.118817 -0.35 -0.11 0.47 0.488
O -0.833178 -2.212187 -1.290465 -0.04 0.02 -0.62 -0.296
O -1.791097 -1.966326 0.939830 -0.05 -0.02 0.02 -0.285
O 0.635991 -2.022431 0.643662 0.31 0.16 0.26 -0.449

---

[2]
43
Properties=species:S:1:pos:R:3:forces:R:3:lowdin_charge:R:1 method="wB97M-V/def2-TZVPD" e_above_lowest_kcal_mol=30.6 orbital_gap_ev=5.40 charge=+1 lumo_ev=-6.639 homo_energy_ev=-12.0 spin_multiplicity=1
Pd 0.059205 -0.122810 0.320650 1.64 -1.11 1.53 0.690
C 4.888237 -1.242459 1.803219 -0.16 0.01 -0.04 -0.388
S 3.965004 -2.756658 1.431033 0.23 0.02 -0.08 0.950
C 2.437736 -2.182870 0.861613 0.31 0.21 0.04 -1.017
S 2.282440 -0.508904 0.373657 -0.25 0.12 0.37 0.819
N 1.495744 -3.022746 0.731458 -0.52 -0.47 -0.16 -0.033
N 0.332798 -2.451891 0.294163 -0.08 1.19 -0.23 -0.092
C -0.517354 -3.135693 -0.347811 -0.29 -0.37 -0.23 -0.022
C -1.867621 -2.592588 -0.533444 0.45 -0.04 -0.15 -0.281
C -2.831144 -3.236656 -1.279959 -0.11 -0.11 -0.12 0.018
C -4.097425 -2.668450 -1.339741 -0.03 -0.05 0.02 -0.015
C -4.344937 -1.503832 -0.636696 0.03 0.04 -0.01 -0.010
C -3.303569 -0.919419 0.075066 0.02 -0.15 -0.16 -0.116
N -2.086445 -1.450801 0.108013 -0.66 0.66 0.48 0.017
H 5.809312 -1.589618 2.266830 -0.01 -0.03 0.00 0.048
H 4.333817 -0.629676 2.510290 0.04 0.01 0.03 0.010
H 5.136293 -0.691381 0.899633 0.04 -0.01 0.01 0.035
H -0.260152 -4.121241 -0.729099 -0.07 -0.11 0.31 0.156
H -2.593352 -4.148292 -1.812719 -0.02 0.00 0.05 0.129
H -4.880688 -3.139877 -1.917823 0.02 0.02 -0.02 0.125
H -5.317909 -1.032933 -0.651923 0.01 -0.03 0.03 0.122
H -3.453978 0.001876 0.620853 0.02 0.05 -0.05 0.117
F -0.123463 -0.823339 -2.120808 -0.08 -0.49 0.31 -0.393
Te -0.795682 0.903636 -2.493809 0.24 0.19 -0.43 1.744
F 0.925721 1.348528 -1.891789 0.32 0.36 0.25 -0.388
F -2.239889 0.091697 -3.285112 -0.61 0.08 -0.16 -0.338
F -1.009057 2.636915 -3.051150 -0.48 0.44 -0.08 -0.336
F 0.024275 0.669893 -4.122202 0.09 -0.09 -0.27 -0.327
O -1.560712 1.121121 -0.866899 0.34 -0.37 -0.52 -0.612
I -2.228961 5.040617 0.501350 -0.09 0.05 0.00 0.992
C -0.462235 3.969367 0.495990 0.04 0.08 0.16 -0.712
C 0.729461 4.525483 0.060522 0.04 0.02 -0.05 -0.078
C 1.881976 3.757817 0.111180 0.02 0.12 0.15 -0.015
C 1.798409 2.445811 0.515100 -0.01 -0.11 0.13 -0.164
N 0.635128 1.890068 0.891091 -0.74 0.08 -0.88 -0.073
C -0.470017 2.655246 0.915506 0.13 -0.03 0.19 -0.245
H 0.759138 5.540743 -0.312730 0.01 -0.01 0.03 0.118
H 2.838662 4.167188 -0.180153 -0.01 -0.03 -0.01 0.128
H 2.675456 1.820182 0.546968 0.03 0.05 -0.08 0.053
H -1.375913 2.199713 1.281151 -0.04 -0.05 -0.08 0.074
Se -0.513337 -0.435888 2.641524 0.31 -0.21 -0.29 0.905
C 1.142405 -0.232839 3.414586 -0.07 0.06 -0.04 -0.710
N 2.182626 -0.145042 3.902402 -0.03 0.02 0.03 0.116

---

[3]
49
Properties=species:S:1:pos:R:3:forces:R:3:lowdin_charge:R:1 method="wB97M-V/def2-TZVPD" e_above_lowest_kcal_mol=118.2 orbital_gap_ev="5.69 / 6.23" lumo_ev="-4.120 / -3.574" homo_energy_ev="-9.8 / -9.8" spin_multiplicity=2
Ir 0.596331 0.133747 0.985165 -1.82 -2.17 4.03 1.753
O -5.544369 1.089847 1.653665 -0.41 0.00 -0.04 0.117
C -4.247269 0.802947 1.705765 0.88 0.07 0.15 -0.266
C -3.740569 -0.477753 1.443165 0.36 0.06 0.14 0.089
C -2.376369 -0.666853 1.506065 0.35 -1.55 -0.53 -0.140
N -1.537569 0.308047 1.815765 1.39 0.24 -1.44 0.072
C -2.006669 1.506247 2.067865 1.33 1.97 0.37 -0.140
C -3.342269 1.824647 2.042565 -0.39 -0.74 -0.01 0.100
C -0.850969 2.603747 2.395865 -4.96 -0.79 -0.30 -0.624
O -1.312469 3.652147 2.771465 0.83 0.79 0.27 0.098
O 0.270731 2.147847 2.223265 3.99 -1.44 -0.74 -0.017
C -1.655669 -2.019153 1.212665 -3.51 1.36 -0.20 -0.601
O -2.348969 -2.956353 0.871965 0.51 -0.40 0.02 0.097
O -0.415769 -1.971853 1.371965 3.46 1.61 -0.14 -0.021
H -6.067769 0.307947 1.425765 0.13 0.14 0.02 0.130
H -4.383869 -1.310053 1.192165 0.08 -0.11 -0.01 0.135
H -3.682169 2.821747 2.270465 0.13 0.13 0.03 0.140
F 3.929531 0.115947 -3.222135 -0.22 0.39 0.14 0.156
C 3.471831 -0.014253 -1.979435 0.19 -0.30 -0.23 -0.647
F 2.719231 -1.113853 -1.945935 -0.22 -0.04 0.14 0.132
F 4.513331 -0.211653 -1.177135 -0.22 0.45 0.15 0.157
S 2.448231 1.484247 -1.462035 0.74 -0.40 -2.32 0.632
O 2.281231 1.339847 -0.033335 -1.04 -0.54 2.33 -0.359
O 3.178331 2.625647 -1.883935 0.19 0.01 0.13 -0.214
N 1.160031 1.173047 -2.317535 0.35 0.12 0.48 -0.270
S -0.253669 1.652447 -1.855335 -0.95 1.66 -1.68 0.632
O -0.470069 1.721247 -0.420335 0.34 -0.75 0.93 -0.358
O -1.311769 1.119447 -2.647235 0.23 -0.01 -0.19 -0.241
C -0.209469 3.488647 -2.270235 -0.18 0.33 0.05 -0.653
F -1.403869 4.056547 -2.086735 0.09 -0.42 0.13 0.149
F 0.148731 3.706147 -3.532335 0.05 -0.39 0.08 0.153
F 0.668631 4.086447 -1.468335 0.01 -0.12 0.03 0.145
C 3.821831 -1.521353 3.089165 -0.28 -0.05 -0.01 0.040
C 2.617231 -1.030053 2.338665 0.46 -0.55 0.09 -0.665
O 2.507531 -1.204853 1.100065 -0.42 0.95 -0.99 -0.047
O 1.701431 -0.432853 2.953865 -1.50 1.09 -1.37 0.011
H 4.269531 -2.373053 2.585165 -0.01 0.02 -0.05 0.093
H 3.527031 -1.781853 4.101465 0.03 -0.03 0.05 0.093
H 4.546231 -0.711053 3.141665 0.03 0.07 -0.05 0.101
C -0.865069 -1.998353 -2.957635 -0.14 0.54 0.13 0.026
C -0.095369 -1.867953 -1.680835 -0.12 -0.57 -0.23 -0.431
C 0.622831 -3.075353 -1.201435 0.28 0.17 0.45 -0.001
O -0.100269 -0.802353 -1.078435 -0.08 -0.24 0.46 -0.112
H -0.160069 -2.116053 -3.777235 0.13 -0.08 -0.11 0.106
H -1.448169 -1.094653 -3.118535 -0.02 -0.13 -0.07 0.071
H -1.502969 -2.878753 -2.928735 0.02 -0.12 0.05 0.103
H 1.105831 -3.584053 -2.029835 -0.01 -0.09 -0.13 0.101
H -0.118369 -3.742653 -0.757935 -0.07 -0.07 -0.02 0.106
H 1.346231 -2.811553 -0.433035 -0.01 -0.07 -0.03 0.070

---

[4]
32
Properties=species:S:1:pos:R:3:forces:R:3:lowdin_charge:R:1 method="wB97M-V/def2-TZVPD" orbital_gap_ev=8.02 smiles="C[C@](F)(C#N)c1ccc([N+](=O)[O-])cc1.c1ccncc1" lumo_ev=-1.143 homo_energy_ev=-9.2 spin_multiplicity=1
F -0.182202 0.687589 -0.149005 -0.20 0.70 0.06 0.007
N 1.463774 1.631959 1.655830 -1.60 -0.64 -1.62 0.022
C 2.270921 2.637933 1.429678 0.82 -0.06 1.64 -0.144
C 3.205509 2.987533 2.416658 -0.48 -0.31 -0.47 -0.063
C 3.217341 2.214515 3.582062 0.51 0.19 0.58 -0.085
C 2.329504 1.148668 3.773758 -0.31 0.03 -0.70 -0.064
C 1.433666 0.877242 2.729563 1.29 0.96 0.89 -0.148
H 2.167573 3.164434 0.488350 0.06 0.04 -0.02 0.105
H 3.864093 3.828045 2.220132 0.11 -0.17 0.39 0.098
H 3.949191 2.451169 4.371443 -0.43 -0.12 -0.42 0.107
H 2.294738 0.527112 4.661879 0.29 0.25 0.06 0.097
H 0.703608 0.076608 2.776055 0.01 -0.01 -0.03 0.103
C -2.383579 1.560492 -0.307638 -0.18 0.28 -0.36 0.003
C -1.227127 0.916036 -1.058342 0.53 -0.25 -0.04 -0.435
C -0.628647 1.859939 -2.094563 1.01 0.88 -1.14 -0.110
N -0.052043 2.562214 -2.835491 -1.63 -1.74 1.84 0.173
C -1.393137 -0.533283 -1.532616 0.93 -0.71 0.27 -0.108
C -2.013830 -1.456415 -0.655832 -0.15 0.81 -0.84 -0.002
C -1.886045 -2.817115 -0.869740 0.18 -0.33 -0.45 0.023
C -1.063226 -3.271261 -1.913499 -0.09 1.77 0.36 -0.149
N -0.882522 -4.674916 -2.097510 0.24 -3.59 -0.64 -0.318
O -0.138808 -5.082859 -3.016527 -1.24 1.14 1.59 0.061
O -1.486881 -5.465931 -1.340245 0.95 1.68 -1.13 0.056
C -0.358816 -2.371781 -2.725950 -0.27 -0.42 0.15 0.026
C -0.482756 -1.014247 -2.502160 -1.15 0.63 0.36 0.001
H -2.811104 0.883965 0.418082 0.06 -0.23 0.13 0.069
H -2.048602 2.443719 0.235095 0.20 -0.03 -0.14 0.099
H -3.189429 1.864799 -0.981693 0.19 -0.08 -0.08 0.103
H -2.604932 -1.082188 0.180844 0.12 -0.29 -0.30 0.112
H -2.426451 -3.537979 -0.262402 0.27 0.13 -0.05 0.124
H 0.261744 -2.733853 -3.531926 0.11 -0.15 0.15 0.122
H 0.098475 -0.282143 -3.064290 -0.15 -0.36 -0.03 0.116